Below is 10 unconnected molecules or ions with the total composition C69H141N7O17 at a distorted geometry, with properties calculated with the ωB97M-V functional and the def2-TZVPD basis.

SMILES = CC1(C)CCCC(C)(C)N1O.CC1(C)CCCC(C)(C)N1O.CC1(C)CCCC(C)(C)N1O.CC1(C)CCCC(C)(C)N1O.CC1(C)CCCC(C)(C)N1O.CC1(C)CCCC(C)(C)N1O.COCCNCCOC.O=C1OCCO1.O=C1OCCO1.O=C1OCCO1
LUMO = 0.5 eV
Kohn-Sham gap = 8.53 eV
Multiplicity = 1

Each line ends with the Mulliken charge.
Cartesian coordinates (Å):
C  0.7742  -14.0600  1.2383  -0.230
C  0.1164  -13.1070  2.2053  -0.271
O  1.1534  -12.2793  2.7174  -0.316
C  2.3034  -12.8381  2.4359  0.699
O  3.3503  -12.3889  2.8290  -0.547
O  2.1499  -13.8777  1.5827  -0.344
H  0.6831  -13.8965  0.1645  0.242
H  0.4372  -15.0897  1.3580  0.247
H  -0.4562  -13.5714  3.0081  0.265
H  -0.6375  -12.5374  1.6620  0.256
C  8.5001  -7.3212  6.1096  -0.239
C  9.2273  -7.0782  4.8548  -0.307
O  9.9413  -5.9022  5.1198  -0.312
C  9.9937  -5.6703  6.3896  0.723
O  10.6800  -4.7725  6.8710  -0.594
O  9.2054  -6.4883  7.0440  -0.327
H  8.6346  -8.3522  6.4366  0.237
H  7.4759  -6.9526  6.1686  0.272
H  8.5950  -6.9981  3.9705  0.277
H  10.0163  -7.8253  4.7685  0.268
C  -9.1107  -2.2158  -8.3487  -0.272
C  -9.1607  -2.5495  -9.7751  -0.246
O  -7.7713  -2.4611  -10.0582  -0.320
C  -6.9935  -2.3299  -8.9968  0.696
O  -5.7384  -2.2801  -9.0716  -0.574
O  -7.7559  -2.0203  -7.9270  -0.312
H  -9.5149  -3.0183  -7.7317  0.314
H  -9.6615  -1.2759  -8.3849  0.243
H  -9.6116  -1.8425  -10.4716  0.253
H  -9.6289  -3.5279  -9.8829  0.219
C  4.9682  3.6821  -7.2043  -1.747
C  4.4564  5.0086  -7.8728  1.293
C  2.9200  4.7717  -8.2137  -1.222
C  1.9514  5.9712  -8.3373  -0.558
C  2.0246  6.8055  -7.0729  -1.145
C  3.4936  7.2583  -6.7805  1.413
N  4.3971  6.0424  -6.7610  0.250
O  5.6703  6.3534  -6.4081  -0.474
C  3.8783  8.3463  -7.7963  -1.606
C  3.4657  7.8583  -5.3840  -1.867
C  5.1264  5.4828  -9.2586  -1.528
H  4.4010  3.3088  -6.3517  0.388
H  5.9590  3.8856  -6.7982  0.451
H  4.9750  2.8630  -7.9234  0.379
H  2.9978  4.1936  -9.1344  0.382
H  2.6369  4.1225  -7.3852  0.432
H  0.9227  5.6155  -8.3960  0.354
H  2.2302  6.6692  -9.1267  0.305
H  1.5726  6.1653  -6.3153  0.401
H  1.4670  7.7383  -7.1571  0.383
H  3.6118  9.3724  -7.5427  0.423
H  4.9501  8.2164  -7.9460  0.320
H  3.4162  8.1485  -8.7635  0.304
H  4.3900  8.1710  -4.8983  0.360
H  2.7953  8.6993  -5.2070  0.398
H  3.0693  7.0239  -4.8055  0.461
H  5.9793  6.1282  -9.0483  0.357
H  4.4442  6.2012  -9.7132  0.361
H  5.4025  4.6855  -9.9486  0.376
H  5.9497  5.6585  -5.8075  0.356
C  -0.2559  -4.3109  15.9571  -1.908
C  -0.3006  -5.0112  14.5466  1.381
C  0.1026  -3.9925  13.4439  -1.145
C  0.4019  -4.5462  12.0704  -0.743
C  1.3314  -5.8044  12.1561  -1.112
C  1.0351  -6.8069  13.2841  1.359
N  0.7105  -6.1241  14.5311  0.405
O  0.7038  -6.9589  15.6549  -0.480
C  -0.0482  -7.8359  12.7956  -1.740
C  2.3471  -7.6285  13.3822  -1.958
C  -1.7300  -5.4888  14.2476  -1.613
H  0.7152  -3.8564  16.1532  0.429
H  -0.3794  -4.9914  16.7996  0.404
H  -0.9709  -3.4888  15.9893  0.390
H  -0.7304  -3.2896  13.4338  0.473
H  0.9480  -3.4012  13.7956  0.390
H  0.7410  -3.7273  11.4359  0.409
H  -0.5872  -4.8275  11.7090  0.296
H  2.3369  -5.3852  12.1933  0.433
H  1.2152  -6.3824  11.2393  0.424
H  -0.7993  -7.3674  12.1596  0.428
H  0.5055  -8.5546  12.1914  0.471
H  -0.5768  -8.4839  13.4948  0.252
H  3.1221  -6.9735  13.7803  0.490
H  2.1584  -8.4744  14.0432  0.416
H  2.5707  -8.0819  12.4165  0.413
H  -1.8676  -6.1049  13.3590  0.306
H  -2.3818  -4.6165  14.2009  0.411
H  -2.1029  -6.1581  15.0229  0.375
H  1.4186  -6.5538  16.1515  0.345
C  -9.9154  -0.2959  5.7079  -1.546
C  -8.7745  0.7238  5.4687  1.414
C  -9.0663  2.1423  6.1416  -1.233
C  -8.9047  2.1990  7.6469  -0.650
C  -7.4598  1.7833  7.9326  -1.408
C  -7.0195  0.4315  7.4268  1.625
N  -7.4402  0.2071  6.0205  0.450
O  -7.0461  -1.0100  5.4234  -0.516
C  -5.4732  0.4131  7.3655  -1.910
C  -7.4944  -0.6283  8.4098  -1.794
C  -8.5521  0.9046  3.9857  -2.016
H  -10.8096  0.0839  5.2137  0.422
H  -9.8892  -0.5365  6.7707  0.343
H  -9.7341  -1.2062  5.1363  0.358
H  -8.6433  3.0511  5.7136  0.404
H  -10.1031  2.2966  5.8426  0.483
H  -9.4855  1.4958  8.2438  0.339
H  -9.0992  3.2120  7.9993  0.380
H  -7.2667  1.8602  9.0026  0.425
H  -6.8747  2.5899  7.4907  0.398
H  -5.1948  1.2641  6.7439  0.438
H  -4.9401  0.4492  8.3156  0.355
H  -5.1839  -0.5428  6.9288  0.457
H  -8.4883  -0.3898  8.7886  0.381
H  -7.5654  -1.6551  8.0511  0.308
H  -6.9710  -0.6155  9.3658  0.457
H  -9.4453  1.3621  3.5603  0.455
H  -8.4269  -0.0422  3.4605  0.423
H  -7.7896  1.6357  3.7166  0.408
H  -6.3161  -0.7599  4.8523  0.350
C  9.8771  1.4546  1.6282  -1.967
C  9.1647  2.5853  2.3667  1.695
C  9.7747  2.7516  3.8275  -1.272
C  9.2760  4.0159  4.5185  -0.541
C  9.5999  5.2029  3.6536  -1.193
C  8.9096  5.2004  2.2600  1.514
N  9.3372  3.8886  1.6276  0.124
O  8.9480  3.8489  0.2878  -0.457
C  7.3974  5.4977  2.2997  -1.698
C  9.6589  6.3202  1.4628  -1.967
C  7.6399  2.1465  2.4520  -1.645
H  9.4727  1.4470  0.6160  0.489
H  9.6679  0.4737  2.0551  0.404
H  10.9452  1.6211  1.4880  0.418
H  9.3404  1.9922  4.4777  0.349
H  10.8581  2.6581  3.9015  0.359
H  9.8758  4.0992  5.4247  0.382
H  8.2536  3.8991  4.8779  0.287
H  10.6828  5.2955  3.5709  0.401
H  9.3293  6.1341  4.1512  0.493
H  7.0994  6.4802  2.6659  0.388
H  7.1124  5.4412  1.2491  0.397
H  6.8795  4.7181  2.8584  0.343
H  9.3193  6.2851  0.4276  0.439
H  9.5148  7.3130  1.8892  0.395
H  10.7249  6.1416  1.3218  0.428
H  7.3913  1.2341  1.9100  0.426
H  7.0107  2.9183  2.0086  0.349
H  7.3763  1.8880  3.4775  0.299
H  9.7935  3.9179  -0.1616  0.361
C  -8.4009  8.2867  -3.3639  -1.621
C  -8.7853  6.9032  -2.7180  1.453
C  -9.5791  7.1475  -1.3791  -1.198
C  -11.0177  7.4876  -1.5406  -0.682
C  -11.6712  6.3723  -2.2839  -1.172
C  -11.0852  6.0663  -3.6894  1.632
N  -9.5929  6.0387  -3.6265  0.342
O  -9.0207  5.8108  -4.8623  -0.469
C  -11.5372  4.7060  -4.2574  -2.004
C  -11.5753  7.1975  -4.5760  -1.812
C  -7.5464  6.0900  -2.3933  -1.862
H  -9.3131  8.8164  -3.6385  0.337
H  -7.8677  8.0204  -4.2765  0.395
H  -7.7131  8.8503  -2.7336  0.438
H  -9.3518  6.4260  -0.5943  0.421
H  -9.1062  8.0742  -1.0541  0.421
H  -11.3138  8.4610  -1.9315  0.372
H  -11.5041  7.4769  -0.5652  0.348
H  -12.7210  6.6640  -2.3155  0.414
H  -11.6716  5.5152  -1.6105  0.347
H  -12.6251  4.6386  -4.2533  0.410
H  -11.2240  4.5887  -5.2949  0.448
H  -11.2221  3.7554  -3.8271  0.371
H  -12.6340  7.2654  -4.8264  0.422
H  -11.3076  8.2044  -4.2558  0.315
H  -11.1144  7.1562  -5.5629  0.371
H  -6.8158  6.2384  -3.1885  0.361
H  -7.7136  5.0135  -2.3592  0.403
H  -7.1990  6.3305  -1.3885  0.421
H  -8.8731  4.8713  -4.7314  0.378
C  -0.8627  -4.7324  0.6907  -1.775
C  0.2959  -3.7657  1.0232  1.438
C  1.5593  -4.2403  0.2796  -1.234
C  1.5314  -3.9129  -1.2421  -0.587
C  1.3096  -2.4390  -1.4464  -1.163
C  -0.0158  -1.8833  -0.7562  1.534
N  -0.0005  -2.3708  0.6441  0.315
O  -1.0123  -1.8159  1.4046  -0.454
C  0.0689  -0.3599  -0.6667  -1.971
C  -1.2166  -2.1803  -1.6585  -1.743
C  0.6020  -3.9052  2.5659  -1.877
H  -0.7079  -5.7482  1.0545  0.400
H  -1.0850  -4.7519  -0.3763  0.361
H  -1.7682  -4.3259  1.1411  0.415
H  2.4082  -3.7636  0.7697  0.418
H  1.6583  -5.3056  0.4878  0.471
H  0.6859  -4.4666  -1.6504  0.276
H  2.4742  -4.2629  -1.6624  0.359
H  1.3130  -2.2731  -2.5237  0.406
H  2.2086  -1.9015  -1.1448  0.416
H  0.2060  0.1044  -1.6433  0.430
H  -0.8357  0.0527  -0.2200  0.411
H  0.8376  -0.0610  0.0459  0.433
H  -1.1572  -3.1515  -2.1497  0.344
H  -2.1631  -2.1395  -1.1194  0.350
H  -1.2671  -1.5200  -2.5243  0.455
H  -0.2556  -4.1728  3.1831  0.392
H  1.1374  -3.1034  3.0742  0.424
H  1.2653  -4.7160  2.8672  0.415
H  -0.5001  -1.3307  2.0556  0.342
C  3.6612  -2.2178  -11.5425  -0.742
O  4.1401  -2.1865  -12.8836  -0.291
C  3.1371  -1.8881  -13.8935  -0.686
C  3.8062  -1.1027  -15.0952  -0.480
N  4.5953  -2.1318  -15.8558  -0.408
C  5.3446  -1.6704  -17.0049  -0.679
C  6.3432  -0.5776  -16.5162  -0.535
O  7.1392  -1.2247  -15.5181  -0.314
C  8.1860  -0.4949  -14.9918  -0.801
H  4.5321  -2.4116  -10.9163  0.222
H  2.8514  -2.9199  -11.3439  0.277
H  3.3255  -1.1969  -11.3604  0.328
H  2.2797  -1.3262  -13.5231  0.467
H  2.6042  -2.7367  -14.3224  0.315
H  4.2947  -0.2919  -14.5548  0.244
H  2.9575  -0.6944  -15.6440  0.384
H  5.3073  -2.2060  -15.1434  0.329
H  4.7258  -1.2800  -17.8128  0.378
H  5.8735  -2.5558  -17.3578  0.303
H  5.8568  0.3415  -16.1896  0.366
H  6.8561  -0.2377  -17.4160  0.465
H  8.4522  -0.9893  -14.0575  0.255
H  7.8354  0.5028  -14.7275  0.343
H  9.0756  -0.5195  -15.6211  0.259

Atoms 1-6, force components in eV/Å:
0.629 -0.486 0.044
-1.907 0.482 -0.590
-1.912 0.063 0.165
2.445 0.617 -0.259
-0.790 -0.992 -0.479
0.628 -0.599 0.206